Record 1
Below is 13 unconnected molecules or ions with the total composition C62H84O18 in a non-equilibrium geometry, with properties calculated with the ωB97M-V functional and the def2-TZVPD basis.

Each line ends with the Löwdin charge.
CARTESIAN COORDINATES (ANGSTROEM)
C 3.29 -17.50 18.21  0.037
C 8.58 -13.86 25.66  0.038
O 13.00 -11.39 22.23  0.086
C 5.30 -14.79 15.04  -0.160
C 8.90 -16.60 15.61  -0.232
C 5.43 -10.18 16.57  0.008
C 8.40 -5.84 17.30  -0.183
C 13.00 -15.58 18.69  -0.158
H 10.20 -5.06 18.05  0.105
C 12.01 -14.68 19.38  -0.138
H 4.64 -18.90 17.54  0.115
C 9.75 -18.11 22.68  -0.372
H 11.69 -10.09 16.96  0.102
C 8.69 -17.54 23.49  0.023
H 8.64 -15.54 15.57  0.102
H 5.45 -17.34 13.30  0.116
C 8.96 -16.59 20.87  0.008
H 7.91 -13.95 16.70  0.109
C 4.79 -7.78 16.78  -0.389
H 5.28 -14.22 15.97  0.091
C 8.58 -13.07 24.54  0.032
H 7.47 -5.79 17.87  0.100
C 9.78 -16.91 16.72  -0.190
H 11.29 -7.39 18.22  0.108
C 7.78 -16.61 23.05  0.035
C 9.59 -5.93 18.31  -0.133
C 4.57 -17.89 17.92  0.008
C 9.85 -17.47 21.31  0.016
H 7.24 -11.44 18.33  0.107
C 13.24 -9.03 22.44  0.035
H 14.11 -8.57 19.23  0.113
H 11.07 -18.74 16.76  0.113
C 12.26 -15.07 20.90  -0.163
O 12.72 -16.42 20.84  -0.167
C 6.44 -7.49 22.39  -0.183
O 6.84 -9.38 21.10  -0.154
O 9.84 -12.26 22.63  0.093
H 11.93 -13.17 23.90  0.109
O 12.92 -10.22 18.71  -0.156
C 11.34 -9.99 21.26  0.020
H 6.01 -14.30 14.37  0.111
H 4.15 -14.19 19.09  0.088
O 1.90 -15.92 19.14  0.115
C 13.70 -10.58 16.56  -0.170
H 10.51 -17.82 20.53  0.116
C 5.45 -15.74 18.64  0.008
C 9.84 -14.40 26.32  -0.369
C 4.83 -16.95 14.11  -0.167
C 3.53 -8.29 17.31  0.025
H 4.17 -17.70 14.56  0.113
C 11.02 -14.04 25.53  0.005
O 8.47 -7.05 16.56  -0.160
H 13.90 -17.45 19.49  0.120
H 14.07 -9.16 23.11  0.115
C 8.31 -11.63 18.36  -0.184
H 11.50 -17.71 14.43  0.116
H 9.72 -12.57 19.72  0.105
C 12.51 -10.27 22.02  -0.379
H 14.33 -11.47 16.63  0.120
C 10.86 -8.69 21.09  0.053
H 13.03 -14.50 21.43  0.114
H 6.36 -15.16 18.71  0.098
H 2.12 -11.11 21.31  0.112
H 8.01 -17.22 15.52  0.122
H 10.82 -10.79 20.75  0.100
H 9.89 -8.65 16.34  0.106
H 8.46 -11.80 16.28  0.114
O 9.80 -14.94 27.41  0.108
H 3.45 -13.93 13.86  0.109
C 2.76 -11.90 20.93  -0.146
H 2.42 -12.19 19.94  0.100
O 6.96 -15.29 21.18  0.090
C 6.91 -7.01 21.01  -0.116
C 7.77 -16.06 21.67  -0.333
C 5.62 -8.87 16.29  0.034
C 10.24 -18.26 16.25  -0.156
C 14.18 -9.51 18.68  -0.164
H 10.03 -11.83 17.13  0.091
H 5.36 -7.35 22.48  0.111
H 5.92 -9.49 22.95  0.102
H 2.55 -18.27 18.06  0.116
H 13.74 -14.93 18.22  0.103
H 8.72 -10.63 18.50  0.105
H 12.21 -13.65 19.08  0.100
H 4.43 -15.68 12.49  0.112
C 6.57 -8.32 20.20  -0.181
O 4.13 -11.90 17.38  0.093
C 14.37 -9.40 17.17  -0.188
C 8.75 -13.62 17.31  -0.151
C 4.26 -11.74 20.90  -0.176
C 3.93 -15.92 13.43  -0.205
H 7.97 -6.76 21.03  0.091
C 11.59 -7.45 21.42  -0.398
H 2.76 -7.60 17.63  0.123
H 2.72 -13.97 21.17  0.100
C 4.77 -12.30 22.22  -0.164
O 10.44 -19.03 23.08  0.115
H 4.95 -11.41 22.83  0.095
C 6.73 -8.96 22.45  -0.214
H 4.75 -12.33 20.13  0.094
C 12.81 -7.77 22.18  0.013
H 6.79 -6.89 23.23  0.115
H 13.51 -10.41 15.50  0.121
C 13.68 -16.44 19.81  -0.174
H 5.70 -12.86 22.18  0.106
C 3.00 -16.14 18.72  -0.383
H 2.88 -16.14 13.24  0.114
H 13.87 -8.48 16.88  0.115
H 2.36 -9.87 17.94  0.119
H 10.43 -7.01 15.86  0.118
H 11.35 -15.02 21.49  0.098
H 7.98 -12.58 20.29  0.122
C 11.00 -13.37 24.40  0.010
C 9.81 -7.58 16.55  -0.187
H 8.50 -4.93 16.70  0.115
C 10.23 -7.31 17.99  -0.166
H 11.04 -15.08 19.08  0.081
C 10.49 -17.97 14.76  -0.230
H 5.53 -8.45 19.88  0.108
H 6.39 -6.12 20.65  0.111
H 4.58 -10.70 20.78  0.097
H 1.68 -13.20 22.38  0.127
H 9.33 -16.95 17.71  0.098
H 14.58 -15.99 20.23  0.116
H 10.26 -18.90 14.24  0.111
O 3.65 -13.03 22.76  -0.111
H 7.18 -8.42 19.31  0.103
H 11.97 -14.36 25.93  0.125
H 12.13 -11.71 17.56  0.102
C 8.98 -12.12 17.18  -0.180
H 8.77 -17.81 24.53  0.120
H 15.43 -9.31 16.94  0.118
H 9.70 -14.04 17.00  0.109
H 7.68 -12.62 24.14  0.106
H 6.15 -10.89 16.19  0.110
H 9.95 -8.50 20.54  0.091
H 9.46 -19.02 16.27  0.117
O 9.64 -16.93 14.45  -0.111
C 4.21 -15.23 18.81  0.054
O 11.16 -6.33 21.23  0.107
C 3.35 -9.59 17.61  0.027
C 12.48 -10.69 17.43  -0.201
H 7.67 -14.00 26.23  0.113
H 9.13 -16.24 19.87  0.087
C 3.84 -14.78 14.41  -0.163
C 8.67 -12.66 19.45  -0.185
O 8.47 -13.81 18.72  -0.152
H 3.06 -14.95 15.14  0.107
H 10.62 -16.22 16.81  0.097
C 2.64 -13.13 21.86  -0.244
H 6.39 -8.60 15.58  0.121
H 7.64 -9.06 23.04  0.118
O 5.61 -16.20 15.08  -0.162
H 13.29 -6.92 22.65  0.116
C 9.80 -12.90 23.68  -0.349
H 9.36 -5.77 19.36  0.080
O 5.12 -6.60 16.69  0.115
C 5.76 -17.14 18.28  -0.340
O 6.95 -17.56 18.17  0.073
H 7.02 -16.20 23.69  0.112
H 9.75 -8.17 18.45  0.080
H 15.01 -10.07 19.11  0.117
H 12.40 -16.05 17.91  0.086
C 4.26 -10.69 17.25  -0.385

Its HOMO energy is -9.05 eV. As for the total energy: -3766.719917 Eh. As for the energy above the lowest of the compared OMol25 structures with the same formula, charge and spin: 208.3 kJ/mol.

Record 2
Below is C3H2O in the gas phase in a non-equilibrium geometry, with properties calculated with the ωB97M-V functional and the def2-TZVPD basis.

Each line ends with the natural charge from an NBO analysis.
CARTESIAN COORDINATES (ANGSTROEM)
C -1.83 -0.17 0.01  -0.136
O 1.53 -0.50 0.02  -0.478
C 0.75 0.46 -0.01  0.336
H 1.21 1.52 0.21  0.164
C -0.69 0.18 -0.10  -0.131
H -2.84 -0.39 0.27  0.243

Its HOMO energy is -10.60 eV. As for the total energy: -190.650293 Eh. As for the energy above the lowest of the compared OMol25 structures with the same formula, charge and spin: 32.1 kJ/mol. Its SMILES is C#CC=O.

| no. | lowest unoccupied orbital energy (eV) |
| --- | --- |
| 1 | -2.072 |
| 2 | -0.158 |